ORCA calculation (wB97M-V/def2-TZVPD) on 12 unconnected molecules or ions with the total composition C29H82O19 in a non-equilibrium geometry.

The lowest unoccupied orbital energy comes out at 0.49 eV. As for the SMILES: CC(C)O.CC(C)O.CC(C)O.CC(C)O.CC(C)O.OCCO.OCCO.OCCO.OCCO.OCCO.OCCO.OCCO.

Last columns: bonded neighbours and bond lengths (Å).
Geometry (Å):
1 C -10.176 -19.493 -17.836  C2 1.557, H5 1.094, H6 1.110, H7 1.082
2 C -10.009 -18.679 -16.519  C1 1.557, C3 1.527, O4 1.477, H8 1.086
3 C -11.346 -18.523 -15.798  C2 1.527, H9 1.098, H10 1.055, H11 1.078
4 O -9.065 -19.371 -15.619  C2 1.477, H12 0.958
5 H -11.013 -19.010 -18.347  C1 1.094
6 H -10.370 -20.536 -17.509  C1 1.110
7 H -9.316 -19.377 -18.483  C1 1.082
8 H -9.602 -17.695 -16.735  C2 1.086
9 H -12.069 -18.022 -16.454  C3 1.098
10 H -11.155 -18.003 -14.900  C3 1.055
11 H -11.689 -19.522 -15.581  C3 1.078
12 H -8.622 -18.668 -15.142  O4 0.958
13 C -5.343 -23.237 -14.689  C14 1.553, H17 1.094, H18 1.088, H19 1.108
14 C -5.014 -21.901 -13.968  C13 1.553, C15 1.535, O16 1.457, H20 1.067
15 C -5.738 -20.638 -14.455  C14 1.535, H21 1.124, H22 1.098, H23 1.089
16 O -5.077 -22.071 -12.522  C14 1.457, H24 1.003
17 H -5.150 -23.269 -15.766  C13 1.094
18 H -6.385 -23.543 -14.621  C13 1.088
19 H -4.712 -24.059 -14.298  C13 1.108
20 H -3.968 -21.745 -14.108  C14 1.067
21 H -5.398 -19.666 -14.005  C15 1.124
22 H -6.817 -20.709 -14.263  C15 1.098
23 H -5.754 -20.559 -15.541  C15 1.089
24 H -6.054 -22.058 -12.293  O16 1.003
25 C -2.392 -21.703 -10.493  C26 1.534, H29 1.130, H30 1.092, H31 1.090
26 C -3.668 -21.654 -9.643  C25 1.534, C27 1.573, O28 1.449, H32 1.108
27 C -3.418 -21.880 -8.106  C26 1.573, H33 1.142, H34 1.095, H35 1.078
28 O -4.272 -20.359 -9.882  C26 1.449, H36 0.962
29 H -1.759 -22.628 -10.355  C25 1.130
30 H -1.720 -20.888 -10.215  C25 1.092
31 H -2.743 -21.592 -11.519  C25 1.090
32 H -4.330 -22.463 -10.009  C26 1.108
33 H -4.374 -21.950 -7.486  C27 1.142
34 H -2.759 -21.065 -7.788  C27 1.095
35 H -2.828 -22.767 -7.940  C27 1.078
36 H -3.977 -19.731 -9.216  O28 0.962
37 C -8.953 -12.924 -12.415  C38 1.539, H41 1.128, H42 1.075, H43 1.071
38 C -9.722 -14.254 -12.487  C37 1.539, C39 1.495, O40 1.430, H44 1.108
39 C -11.044 -14.131 -11.798  C38 1.495, H45 1.116, H46 1.079, H47 1.118
40 O -9.753 -14.600 -13.874  C38 1.430, H48 0.983
41 H -9.305 -12.092 -13.091  C37 1.128
42 H -7.931 -13.171 -12.640  C37 1.075
43 H -8.931 -12.643 -11.382  C37 1.071
44 H -9.085 -15.006 -11.979  C38 1.108
45 H -11.741 -13.463 -12.358  C39 1.116
46 H -10.952 -13.763 -10.788  C39 1.079
47 H -11.721 -15.007 -11.647  C39 1.118
48 H -10.689 -14.532 -14.167  O40 0.983
49 C -7.374 -13.743 -7.557  C50 1.496, H53 1.092, H54 1.081, H55 1.113
50 C -8.352 -14.872 -7.482  C49 1.496, C51 1.537, O52 1.449, H56 1.150
51 C -9.568 -14.652 -8.396  C50 1.537, H57 1.155, H58 1.072, H59 1.087
52 O -7.725 -16.121 -7.866  C50 1.449, H60 0.999
53 H -7.028 -13.612 -8.585  C49 1.092
54 H -6.536 -13.851 -6.883  C49 1.081
55 H -7.832 -12.818 -7.141  C49 1.113
56 H -8.696 -14.975 -6.389  C50 1.150
57 H -9.255 -14.822 -9.495  C51 1.155
58 H -10.082 -13.717 -8.291  C51 1.072
59 H -10.326 -15.367 -8.088  C51 1.087
60 H -8.383 -16.644 -8.405  O52 0.999
61 O -7.613 -16.128 -14.919  C62 1.413, H65 0.922
62 C -6.788 -15.247 -15.655  O61 1.413, C63 1.491, H66 1.104, H67 1.118
63 C -5.457 -15.858 -15.932  C62 1.491, O64 1.472, H68 1.103, H69 1.061
64 O -4.434 -15.646 -14.894  C63 1.472, H70 0.981
65 H -8.422 -15.750 -14.687  O61 0.922
66 H -7.289 -14.855 -16.557  C62 1.104
67 H -6.613 -14.350 -15.009  C62 1.118
68 H -4.947 -15.524 -16.851  C63 1.103
69 H -5.570 -16.911 -15.981  C63 1.061
70 H -4.900 -15.312 -14.097  O64 0.981
71 O -6.741 -20.910 -10.912  C72 1.425, H75 0.990
72 C -7.363 -21.362 -9.712  O71 1.425, C73 1.482, H76 1.099, H77 1.063
73 C -7.628 -20.245 -8.774  C72 1.482, O74 1.442, H78 1.065, H79 1.136
74 O -8.698 -20.578 -7.865  C73 1.442, H80 0.934
75 H -5.767 -20.790 -10.790  O71 0.990
76 H -8.348 -21.812 -9.896  C72 1.099
77 H -6.752 -22.090 -9.236  C72 1.063
78 H -7.963 -19.432 -9.374  C73 1.065
79 H -6.725 -19.946 -8.154  C73 1.136
80 H -8.852 -19.792 -7.383  O74 0.934
81 O -12.792 -18.626 -9.633  C82 1.366, H85 0.956
82 C -11.430 -18.723 -9.598  O81 1.366, C83 1.532, H86 1.101, H87 1.123
83 C -10.840 -17.397 -10.089  C82 1.532, O84 1.408, H88 1.127, H89 1.103
84 O -9.474 -17.229 -9.798  C83 1.408, H90 0.997
85 H -13.126 -19.230 -8.971  O81 0.956
86 H -11.202 -19.100 -8.589  C82 1.101
87 H -11.023 -19.493 -10.307  C82 1.123
88 H -11.326 -16.574 -9.490  C83 1.127
89 H -11.082 -17.288 -11.159  C83 1.103
90 H -8.918 -17.624 -10.525  O84 0.997
91 O -3.509 -18.284 -8.280  C92 1.421, H95 1.001
92 C -4.244 -17.404 -7.440  O91 1.421, C93 1.477, H96 1.080, H97 1.092
93 C -3.371 -16.305 -6.981  C92 1.477, O94 1.476, H98 1.105, H99 1.097
94 O -3.075 -15.459 -8.153  C93 1.476, H100 0.961
95 H -3.224 -17.625 -8.977  O91 1.001
96 H -5.089 -16.911 -7.897  C92 1.080
97 H -4.548 -17.930 -6.532  C92 1.092
98 H -2.468 -16.752 -6.527  C93 1.105
99 H -3.850 -15.716 -6.189  C93 1.097
100 H -2.273 -14.934 -8.093  O94 0.961
101 O -5.491 -14.243 -12.785  C102 1.430, H105 0.976
102 C -4.891 -13.086 -12.196  O101 1.430, C103 1.522, H106 1.087, H107 1.072
103 C -4.090 -12.340 -13.254  C102 1.522, O104 1.436, H108 1.132, H109 1.099
104 O -2.926 -13.086 -13.643  C103 1.436, H110 0.993
105 H -6.152 -14.604 -12.165  O101 0.976
106 H -5.664 -12.545 -11.657  C102 1.087
107 H -4.148 -13.424 -11.501  C102 1.072
108 H -3.754 -11.402 -12.717  C103 1.132
109 H -4.685 -12.137 -14.155  C103 1.099
110 H -3.240 -13.874 -14.157  O104 0.993
111 O -2.473 -17.506 -10.820  C112 1.445, H115 0.983
112 C -2.250 -16.391 -11.712  O111 1.445, C113 1.532, H116 1.033, H117 1.128
113 C -1.446 -16.843 -12.935  C112 1.532, O114 1.411, H118 1.107, H119 1.120
114 O -2.251 -17.763 -13.642  C113 1.411, H120 0.986
115 H -2.641 -18.308 -11.364  O111 0.983
116 H -3.130 -15.974 -12.056  C112 1.033
117 H -1.682 -15.594 -11.153  C112 1.128
118 H -0.476 -17.327 -12.713  C113 1.107
119 H -1.350 -15.927 -13.572  C113 1.120
120 H -2.942 -17.289 -14.161  O114 0.986
121 O -7.691 -18.256 -11.727  C122 1.462, H125 0.955
122 C -6.397 -17.637 -12.011  O121 1.462, C123 1.531, H126 1.077, H127 1.100
123 C -5.795 -16.832 -10.856  C122 1.531, O124 1.443, H128 1.081, H129 1.050
124 O -6.702 -15.724 -10.673  C123 1.443, H130 0.964
125 H -7.527 -19.156 -11.455  O121 0.955
126 H -5.694 -18.402 -12.297  C122 1.077
127 H -6.529 -16.954 -12.863  C122 1.100
128 H -4.845 -16.439 -11.189  C123 1.081
129 H -5.671 -17.345 -9.948  C123 1.050
130 H -7.111 -15.868 -9.812  O124 0.964

Löwdin population analysis, charges in e, atoms 1 to 4:
1. C -0.05
2. C -0.46
3. C -0.06
4. O -0.07



ORCA calculation (wB97M-V/def2-TZVPD) on a single C17H24N2O2 molecule in a non-equilibrium geometry.

The lowest unoccupied orbital energy comes out at 0.50 eV. As for the SMILES: O=C1N=C(N[C@H]2[C@@H]3C[C@H]4C[C@@H](C3)C[C@@H]2C4)OC12CCCC2.

Last columns: bonded neighbours and bond lengths (Å).
Geometry (Å):
1 O -1.548 -4.144 -0.377  C2 1.222
2 C -1.346 -2.956 -0.578  O1 1.222, N3 1.304, C17 1.559
3 N -0.772 -2.146 0.268  C2 1.304, C4 1.313
4 C -1.035 -0.900 -0.051  N3 1.313, N5 1.288, O16 1.420
5 N -0.403 0.150 0.346  C4 1.288, C6 1.481, H22 1.078
6 C 0.831 0.183 1.165  N5 1.481, C7 1.580, C14 1.566, H23 1.137
7 C 0.689 1.258 2.314  C6 1.580, C8 1.559, C12 1.540, H24 1.064
8 C 1.995 1.263 3.165  C7 1.559, C9 1.515, H25 1.085, H26 1.108
9 C 3.184 1.598 2.289  C8 1.515, C10 1.512, C15 1.547, H27 1.094
10 C 3.066 2.985 1.696  C9 1.512, C11 1.557, H28 1.089, H29 1.078
11 C 1.798 3.022 0.793  C10 1.557, C12 1.603, C13 1.510, H30 1.107
12 C 0.518 2.652 1.684  C7 1.540, C11 1.603, H31 1.096, H32 1.131
13 C 1.878 2.006 -0.321  C11 1.510, C14 1.542, H33 1.127, H34 1.107
14 C 2.044 0.589 0.263  C6 1.566, C13 1.542, C15 1.528, H35 1.129
15 C 3.269 0.528 1.175  C9 1.547, C14 1.528, H36 1.071, H37 1.115
16 O -2.066 -0.741 -1.015  C4 1.420, C17 1.456
17 C -2.263 -2.099 -1.502  C2 1.559, O16 1.456, C18 1.527, C21 1.574
18 C -3.708 -2.591 -1.437  C17 1.527, C19 1.530, H38 1.081, H39 1.090
19 C -4.302 -2.455 -2.840  C18 1.530, C20 1.558, H40 1.069, H41 1.148
20 C -3.136 -2.693 -3.847  C19 1.558, C21 1.555, H42 1.122, H43 1.071
21 C -1.968 -2.050 -3.047  C17 1.574, C20 1.555, H44 1.201, H45 1.108
22 H -0.847 1.117 0.170  N5 1.078
23 H 0.922 -0.874 1.575  C6 1.137
24 H -0.108 1.107 3.003  C7 1.064
25 H 2.240 0.352 3.702  C8 1.085
26 H 1.853 1.873 4.080  C8 1.108
27 H 4.022 1.540 2.988  C9 1.094
28 H 4.027 3.137 1.206  C10 1.089
29 H 3.016 3.634 2.555  C10 1.078
30 H 1.637 4.064 0.453  C11 1.107
31 H -0.365 2.635 1.036  C12 1.096
32 H 0.570 3.369 2.558  C12 1.131
33 H 0.972 2.239 -0.949  C13 1.127
34 H 2.732 2.260 -0.978  C13 1.107
35 H 2.114 -0.199 -0.543  C14 1.129
36 H 3.284 -0.453 1.605  C15 1.071
37 H 4.226 0.628 0.611  C15 1.115
38 H -4.247 -2.082 -0.651  C18 1.081
39 H -3.803 -3.633 -1.132  C18 1.090
40 H -4.747 -1.490 -2.959  C19 1.069
41 H -5.201 -3.110 -3.123  C19 1.148
42 H -2.895 -3.766 -4.070  C20 1.122
43 H -3.311 -2.161 -4.760  C20 1.071
44 H -1.732 -0.926 -3.398  C21 1.201
45 H -1.088 -2.720 -3.123  C21 1.108

Löwdin population analysis, charges in e, atoms 1 to 4:
1. O 0.06
2. C -0.46
3. N 0.20
4. C -0.34



ORCA calculation (wB97M-V/def2-TZVPD) on 9 unconnected molecules or ions with the total composition C5H27NO9 in a non-equilibrium geometry.

As for the multiplicity: 2. The lowest unoccupied orbital energy (alpha / beta) comes out at 2.65 / 2.77 eV. As for the charge: -1.

Last columns: bonded neighbours and bond lengths (Å).
Geometry (Å):
1 C 0.497 -1.027 -0.777  C2 1.518, C5 1.497, H8 1.127, H9 1.108
2 C 0.213 -2.433 -0.283  C1 1.518, C3 1.512, C4 1.564, H10 1.098
3 C -0.883 -3.076 -1.103  C2 1.512, H11 1.096, H12 1.117, H13 1.109
4 C 1.563 -3.214 -0.156  C2 1.564, H14 1.088, H15 1.077, H16 1.119
5 C -0.466 0.037 -0.352  C1 1.497, N6 1.410, O7 1.239
6 N -1.065 -0.072 0.920  C5 1.410, H17 1.006, H18 1.011
7 O -0.916 0.862 -1.159  C5 1.239
8 H 1.540 -0.718 -0.485  C1 1.127
9 H 0.588 -1.046 -1.881  C1 1.108
10 H -0.174 -2.510 0.742  C2 1.098
11 H -1.061 -2.504 -2.021  C3 1.096
12 H -0.622 -4.112 -1.429  C3 1.117
13 H -1.827 -3.083 -0.523  C3 1.109
14 H 1.840 -3.335 0.889  C4 1.088
15 H 2.448 -2.697 -0.486  C4 1.077
16 H 1.305 -4.262 -0.451  C4 1.119
17 H -1.455 0.706 1.425  N6 1.006
18 H -0.504 -0.676 1.505  N6 1.011
19 H 0.866 1.637 -2.155  O21 0.967
20 H 1.925 2.287 -3.057  O21 0.971
21 O 1.675 2.166 -2.126  H19 0.967, H20 0.971
22 H -2.121 -1.051 4.121  O24 0.964
23 H -1.361 -1.918 3.108  O24 0.970
24 O -1.258 -1.162 3.707  H22 0.964, H23 0.970
25 H 0.720 3.961 1.678  O27 0.988
26 H 1.263 3.485 0.249  O27 0.971
27 O 1.525 3.802 1.128  H25 0.988, H26 0.971
28 H -3.817 -0.480 0.329  O30 0.988
29 H -2.678 -1.326 0.160  O30 0.968
30 O -3.635 -1.404 0.032  H28 0.988, H29 0.968
31 H 0.314 2.599 3.480  O33 0.970
32 H -0.716 2.865 2.393  O33 0.976
33 O -0.215 3.317 3.099  H31 0.970, H32 0.976
34 H 3.025 1.560 -0.880  O36 0.968
35 H 2.922 1.945 0.644  O36 0.962
36 O 3.134 1.239 0.026  H34 0.968, H35 0.962
37 H 3.095 -2.456 -2.333  O39 0.956
38 H 2.982 -0.894 -2.033  O39 0.962
39 O 3.373 -1.577 -2.586  H37 0.956, H38 0.962
40 H -3.076 2.026 -1.087  O42 0.971
41 H -3.594 0.835 -1.641  O42 0.972
42 O -3.701 1.335 -0.814  H40 0.971, H41 0.972

Löwdin population analysis, charges in e, atoms 1 to 4:
1. C -0.14
2. C -0.43
3. C -0.08
4. C -0.07



Results for energy above the lowest of the compared OMol25 structures with the same formula, charge and spin: 52.7 50.5 0.0 (in kcal/mol, following the order of the records).